# C36H29BrIN4O4Tl

C36H29BrIN4O4Tl as an isolated structure (ωB97M-V/def2-TZVPD, the Open Molecules 2025 dataset).

## Properties
Maximum force: 0.5 eV Å⁻¹
LUMO energy: -0.5 eV
HOMO energy: -7.11 eV
Total energy: -134787.7221 eV
Kohn-Sham gap: 6.6 eV

Positions of all 76 atoms, in Å:
Tl 0.341 1.954 0.930
C 2.836 -7.311 2.271
O 2.961 -7.620 0.894
C 3.370 -6.627 0.064
C 3.436 -6.950 -1.286
C 3.842 -6.005 -2.209
C 4.147 -4.709 -1.812
C 4.118 -4.400 -0.457
C 3.741 -5.351 0.484
N 4.654 -3.802 -2.815
N 4.274 -2.621 -2.895
C 3.209 -2.103 -2.085
C 2.030 -2.769 -1.853
C 0.975 -2.181 -1.147
C 1.068 -0.900 -0.600
O 0.108 -0.351 0.076
C 2.292 -0.181 -0.875
N 2.400 1.085 -0.388
C 3.489 1.778 -0.613
C 4.569 1.279 -1.366
C 4.488 0.013 -1.869
C 3.333 -0.770 -1.630
H 2.440 -8.202 2.747
H 2.146 -6.480 2.432
H 3.804 -7.067 2.716
H 3.179 -7.958 -1.592
H 3.914 -6.262 -3.261
H 4.414 -3.411 -0.126
H 3.743 -5.083 1.533
H 1.911 -3.773 -2.242
H 0.051 -2.727 -0.995
H 3.525 2.781 -0.198
H 5.438 1.899 -1.537
H 5.289 -0.409 -2.463
Br 0.773 1.355 7.858
C -0.550 1.950 6.649
C -1.629 2.653 7.170
C -2.625 3.125 6.329
C -2.548 2.896 4.964
C -1.478 2.188 4.442
C -0.475 1.712 5.281
I 1.106 0.674 4.397
H -1.677 2.829 8.236
H -3.458 3.676 6.748
H -3.314 3.272 4.295
H -1.411 2.018 3.375
C -5.174 2.875 -2.894
O -4.140 2.092 -2.318
C -2.966 2.018 -2.979
C -2.741 2.629 -4.206
C -1.526 2.472 -4.859
C -0.528 1.698 -4.293
C -0.747 1.102 -3.061
C -1.946 1.265 -2.385
N -2.130 0.572 -1.158
C -2.759 0.975 -0.062
C -3.081 2.282 0.293
C -4.125 2.509 1.240
C -4.506 3.765 1.580
C -3.830 4.879 0.987
C -2.790 4.714 0.126
C -2.308 3.400 -0.227
O -1.244 3.223 -0.872
H -6.016 2.807 -2.213
H -5.466 2.491 -3.873
H -4.870 3.920 -2.988
H -3.518 3.225 -4.664
H -1.372 2.952 -5.819
H 0.422 1.564 -4.795
H 0.031 0.510 -2.596
H -1.531 -0.244 -1.041
H -3.014 0.168 0.622
H -4.649 1.647 1.649
H -5.318 3.930 2.277
H -4.148 5.884 1.250
H -2.263 5.560 -0.299

# C36H29CeF2N2P2

C36H29CeF2N2P2 as an isolated structure at a distorted geometry (ωB97M-V/def2-TZVPD, the Open Molecules 2025 dataset).

## Properties
Spin multiplicity: 2
Maximum force: 1.5 eV Å⁻¹
LUMO energy (alpha / beta): -6.1 / -6.1 eV
HOMO energy (alpha / beta): -13.63 / -13.63 eV
Energy above the lowest of the compared OMol25 structures with the same formula, charge and spin: 0.00 kJ/mol
Total energy: -77710.5301 eV
Net charge: +2
Kohn-Sham gap (alpha / beta): 7.5 / 7.6 eV

Positions of all 72 atoms, in Å:
Ce 0.841 0.938 0.384
F 6.431 -0.290 -0.181
C 5.520 0.676 -0.114
C 4.180 0.336 -0.017
C 3.196 1.318 0.050
C 3.586 2.685 -0.004
C 4.953 2.971 -0.086
F 5.404 4.232 -0.125
C 5.925 1.991 -0.141
C 2.536 3.737 0.014
C 2.788 5.111 0.007
C 1.740 6.014 0.014
C 0.429 5.556 0.009
C 0.239 4.195 0.009
N 1.246 3.306 0.024
H 3.927 -0.719 0.010
H 6.968 2.268 -0.202
H 3.793 5.490 -0.004
H 1.951 7.075 0.016
H -0.413 6.232 -0.001
H -0.762 3.775 -0.017
C -2.133 -1.945 -1.448
N -1.421 -1.327 -0.301
P -1.902 0.338 -0.063
C -3.710 0.204 -0.029
C -4.315 -0.641 0.903
C -5.689 -0.796 0.885
C -6.455 -0.114 -0.055
C -5.852 0.724 -0.980
C -4.474 0.887 -0.970
C -1.531 0.674 1.740
C -0.942 -0.156 2.704
C -0.739 0.318 3.998
C -1.121 1.605 4.348
C -1.728 2.428 3.407
C -1.910 1.973 2.111
P 0.221 -1.792 -0.023
C 0.072 -3.595 0.121
C -0.411 -4.060 1.346
C -0.640 -5.412 1.536
C -0.373 -6.308 0.510
C 0.110 -5.849 -0.706
C 0.335 -4.496 -0.908
C 1.153 -1.448 -1.582
C 2.348 -2.138 -1.809
C 3.105 -1.878 -2.939
C 2.692 -0.913 -3.850
C 1.535 -0.188 -3.614
C 0.777 -0.433 -2.474
H -3.079 -2.366 -1.107
H -1.534 -2.743 -1.876
H -2.346 -1.219 -2.237
H -3.711 -1.173 1.627
H -6.165 -1.449 1.604
H -7.530 -0.238 -0.061
H -6.454 1.247 -1.711
H -3.995 1.541 -1.689
H -0.730 -1.193 2.487
H -0.300 -0.335 4.741
H -0.970 1.956 5.360
H -2.070 3.415 3.688
H -2.425 2.595 1.385
H -0.613 -3.364 2.152
H -1.024 -5.765 2.484
H -0.539 -7.366 0.664
H 0.307 -6.549 -1.508
H 0.696 -4.156 -1.868
H 2.674 -2.892 -1.102
H 4.015 -2.436 -3.115
H 3.270 -0.728 -4.745
H 1.212 0.561 -4.324
H -0.166 0.099 -2.352

# C36H29MoN9O3

C36H29MoN9O3 as an isolated structure (ωB97M-V/def2-TZVPD, the Open Molecules 2025 dataset).

## Properties
Maximum force: 0.9 eV Å⁻¹
LUMO energy: -7.3 eV
HOMO energy: -12.95 eV
Energy above the lowest of the compared OMol25 structures with the same formula, charge and spin: 52.68 kJ/mol
Total energy: -59200.2967 eV
Net charge: +2
Kohn-Sham gap: 5.7 eV

Positions of all 78 atoms, in Å:
Mo 0.245 0.046 -0.231
C -4.255 2.513 -2.183
C -4.028 1.195 -2.553
C -3.209 0.384 -1.779
C -2.624 0.902 -0.632
C -2.857 2.218 -0.246
C -3.672 3.021 -1.029
N -1.702 0.102 0.124
C -2.095 -0.381 1.373
C -3.409 -0.363 1.845
C -3.688 -0.884 3.090
C -2.686 -1.429 3.913
C -1.386 -1.449 3.486
C -1.093 -0.924 2.219
N 0.174 -0.821 1.676
N 1.220 -1.102 2.289
C 2.396 -0.805 1.577
C 3.604 -1.080 2.193
C 4.775 -0.751 1.533
C 4.707 -0.148 0.285
C 3.466 0.104 -0.269
N 2.323 -0.226 0.348
H -4.894 3.142 -2.787
H -4.500 0.793 -3.440
H -3.043 -0.652 -2.049
H -2.395 2.604 0.656
H -3.855 4.046 -0.736
H -4.192 0.055 1.227
H -4.710 -0.875 3.448
H -2.944 -1.827 4.884
H -0.593 -1.846 4.104
H 3.597 -1.530 3.175
H 5.734 -0.946 1.994
H 5.602 0.139 -0.247
H 3.362 0.593 -1.229
O 2.046 5.349 0.479
C 1.695 4.897 1.698
C 1.899 5.756 2.771
C 1.569 5.368 4.053
C 1.026 4.108 4.312
C 0.822 3.252 3.269
C 1.153 3.623 1.943
C 0.910 2.680 0.880
O 0.395 1.505 1.176
N 1.168 2.954 -0.380
N 0.796 1.901 -1.154
C 0.827 2.055 -2.429
C 0.359 0.946 -3.201
C 0.234 1.009 -4.584
C -0.294 -0.066 -5.264
C -0.685 -1.179 -4.529
C -0.521 -1.177 -3.163
N 0.004 -0.144 -2.477
H 1.841 4.681 -0.193
H 2.319 6.731 2.565
H 1.734 6.057 4.872
H 0.768 3.820 5.321
H 0.400 2.271 3.441
H 1.144 2.992 -2.868
H 0.540 1.908 -5.101
H -0.410 -0.039 -6.339
H -1.119 -2.047 -5.006
H -0.838 -2.037 -2.598
N 1.315 -7.160 -1.223
C 0.170 -6.454 -1.138
O -0.938 -6.926 -1.246
C 0.297 -4.956 -0.920
C -0.842 -4.300 -0.471
C -0.816 -2.934 -0.302
N 0.278 -2.191 -0.569
C 1.374 -2.825 -1.012
C 1.423 -4.193 -1.196
H 1.238 -8.157 -1.352
H 2.216 -6.783 -0.994
H -1.741 -4.870 -0.280
H -1.694 -2.401 0.029
H 2.230 -2.212 -1.258
H 2.332 -4.627 -1.590

# C36H29N3OPS4Y

C36H29N3OPS4Y as an isolated structure (ωB97M-V/def2-TZVPD, the Open Molecules 2025 dataset).

## Properties
Maximum force: 0.6 eV Å⁻¹
LUMO energy: -1.0 eV
HOMO energy: -7.40 eV
Energy above the lowest of the compared OMol25 structures with the same formula, charge and spin: 0.00 kJ/mol
Total energy: -97997.2914 eV
Kohn-Sham gap: 6.4 eV

Positions of all 75 atoms, in Å:
Y 0.755 -0.565 -0.775
O 7.143 -1.056 -1.208
C 5.953 -1.217 -1.204
S 5.035 -1.785 0.199
C 3.434 -1.758 -0.536
C 3.374 -1.372 -1.840
S 2.010 -1.278 -2.966
S 4.903 -0.930 -2.595
S 2.146 -2.271 0.559
C 3.740 4.517 1.202
C 4.024 3.958 -0.166
C 5.038 4.533 -0.927
C 5.360 4.061 -2.191
C 4.662 2.995 -2.731
C 3.651 2.407 -1.988
C 3.323 2.871 -0.714
P 1.981 1.960 0.108
C 2.508 1.804 1.856
C 3.683 1.056 1.957
C 4.269 0.777 3.177
C 3.661 1.243 4.332
C 2.498 1.988 4.242
C 1.897 2.294 3.019
C 0.655 3.147 3.043
C 0.483 2.964 -0.054
C 0.480 4.283 -0.499
C -0.713 4.949 -0.721
C -1.912 4.278 -0.498
C -1.916 2.965 -0.062
C -0.724 2.266 0.174
C -0.711 0.848 0.574
H 4.112 5.538 1.275
H 4.228 3.921 1.977
H 2.674 4.527 1.428
H 5.586 5.372 -0.514
H 6.160 4.530 -2.751
H 4.906 2.611 -3.712
H 3.110 1.564 -2.403
H 4.153 0.687 1.053
H 5.179 0.194 3.218
H 4.094 1.035 5.302
H 2.037 2.363 5.149
H 0.504 3.545 4.045
H -0.232 2.574 2.771
H 0.712 3.986 2.351
H 1.420 4.783 -0.701
H -0.711 5.971 -1.074
H -2.852 4.787 -0.669
H -2.860 2.459 0.109
H -1.720 0.480 0.779
H -0.108 0.670 1.479
N -5.092 -5.283 0.013
C -6.303 -5.818 -0.371
C -7.152 -6.748 0.222
C -8.310 -7.047 -0.464
C -8.616 -6.444 -1.697
C -7.770 -5.525 -2.278
C -6.591 -5.209 -1.600
N -5.579 -4.335 -1.946
C -4.715 -4.407 -0.973
C -3.476 -3.625 -0.933
C -2.617 -3.620 0.162
C -1.477 -2.842 0.119
N -1.160 -2.080 -0.930
C -1.981 -2.093 -1.987
C -3.137 -2.841 -2.033
H -4.571 -5.524 0.837
H -6.921 -7.215 1.170
H -9.003 -7.765 -0.044
H -9.538 -6.712 -2.195
H -7.998 -5.056 -3.226
H -2.814 -4.201 1.052
H -0.789 -2.828 0.956
H -1.693 -1.479 -2.833
H -3.781 -2.827 -2.901

Look up the total energy of the first one.
-134787.7221 eV